21
Properties=species:S:1:pos:R:3:forces:R:3 method="wB97M-V/def2-TZVPD" smiles="C[C@@H]1C=CCC1.S=[PH](Cl)Cl" homo_energy_ev=-9.209 e_tot_ha=-1895.12270 molar_mass_g_mol=217.10 total_charge=0 de_lowest_kj_mol=160.3 lumo_energy_ha=0.0085
C 2.1686 -0.5252 -0.1640 -2.401 0.114 -0.771
C 2.0139 0.7313 0.6523 0.535 1.941 -2.111
C 1.1365 -0.2895 -1.2423 -0.538 1.206 0.466
C 0.5899 1.4425 0.3251 1.612 -4.270 1.869
C 0.3114 0.7566 -0.9543 1.495 -1.682 -0.504
C -0.3401 1.0255 1.4391 0.754 -0.665 2.114
P -3.0262 -1.5754 -0.5584 1.889 -0.337 -0.398
S -3.7472 -1.7330 1.1886 0.201 -0.019 -0.065
Cl -4.1463 -0.4292 -1.7878 0.364 0.151 -0.053
Cl -2.8132 -3.2694 -1.6974 -0.305 -0.015 0.186
H 3.0374 -0.9587 -0.6089 1.395 0.738 0.058
H 1.7766 -1.3562 0.3661 -0.473 -1.099 0.953
H 2.4008 0.6370 1.6427 -0.157 0.451 0.795
H 2.4820 1.5166 0.0571 1.705 -0.210 0.547
H 1.1821 -0.9792 -2.0767 -0.743 0.268 -0.257
H -1.5590 -1.2384 -0.7519 -2.076 0.254 0.357
H 0.8108 2.4726 0.3245 -0.396 1.315 -0.249
H -0.5704 1.0199 -1.4444 -1.175 0.320 -1.340
H 0.0648 1.5947 2.3584 -1.000 -1.227 -0.997
H -0.4241 -0.1234 1.6462 0.784 1.973 -0.416
H -1.3483 1.2808 1.2859 -1.471 0.794 -0.183